(1)
The following is a quantum chemistry calculation of a 30-piece molecular cluster, C27H109BrF4N3O32S overall, from the Open Molecules 2025 dataset.

Geometry as XYZ:
```
177
Properties=species:S:1:pos:R:3:forces:R:3
C 8.506 -0.635 0.135 -0.32 -0.61 -0.32
C 7.362 -1.083 -0.775 0.34 0.75 -0.22
C 6.601 0.125 -1.373 -0.18 -1.04 0.84
C 5.272 0.378 -0.636 0.40 0.15 -0.48
C 4.088 0.608 -1.577 0.32 0.95 0.71
C 2.934 1.289 -0.822 -0.07 -0.80 -0.27
C 1.574 0.632 -1.008 -0.18 0.31 0.17
C 0.519 1.389 -0.192 0.14 -0.95 -0.51
C -0.789 0.589 -0.008 0.31 0.37 0.13
C -2.050 1.115 -0.764 0.75 -1.20 1.56
C -2.187 2.581 -0.386 -0.12 0.76 -0.43
O -1.860 2.737 1.003 -0.06 -0.14 -0.14
C -1.478 3.967 1.362 -0.02 0.02 0.33
F -2.259 4.934 0.872 -0.13 0.02 -0.05
F -0.224 4.257 0.989 0.07 0.01 -0.07
F -1.525 4.032 2.702 0.01 0.04 -0.13
N -1.818 0.801 -2.188 0.08 1.18 -0.61
C -1.167 1.669 -3.157 -0.09 -0.55 -1.25
C -2.098 2.244 -4.229 0.05 0.62 0.60
C -1.306 3.021 -5.274 -0.69 0.23 0.42
F -1.298 2.363 -6.483 0.41 -0.33 -0.11
C -2.076 -0.477 -2.427 -0.24 0.46 0.52
N -1.780 -1.068 -3.577 0.29 -0.65 0.16
S -2.193 -2.685 -3.989 -0.30 -0.13 -0.16
N -2.777 -1.007 -1.382 0.64 -0.76 0.20
O -2.168 -2.133 -0.800 0.17 0.34 -0.45
C -3.017 -3.273 -0.710 -0.27 -0.55 1.10
C -2.522 -4.167 0.458 0.41 -0.72 0.01
C -1.797 -5.405 -0.062 0.30 0.66 0.13
O -1.669 -3.441 1.332 -0.03 0.49 0.00
C -3.212 0.119 -0.468 -1.16 -0.57 -0.83
C -3.426 -0.432 0.932 0.14 0.09 0.35
C -3.943 0.483 2.069 0.79 1.03 0.76
C -4.623 1.833 1.746 -0.74 -0.29 -0.14
C -2.847 0.770 3.149 -0.21 -0.15 -0.28
C -4.679 0.490 -1.025 0.41 0.60 -0.85
Br -5.477 -0.951 -2.133 0.10 -0.03 0.29
C -4.820 1.829 -1.779 -0.72 -0.07 0.03
C -5.930 1.936 -2.819 0.24 0.81 -0.02
H 8.888 -1.516 0.643 0.32 0.00 0.18
H 9.303 -0.183 -0.447 0.14 0.17 0.00
H 8.164 0.053 0.894 -0.05 0.22 0.12
H 7.776 -1.652 -1.601 0.03 -0.42 0.03
H 6.703 -1.707 -0.178 -0.24 -0.28 -0.23
H 6.403 -0.055 -2.427 0.02 0.10 -0.20
H 7.271 0.968 -1.272 -0.16 0.33 -0.37
H 5.420 1.252 -0.004 -0.25 0.17 0.17
H 5.051 -0.460 0.019 -0.05 -0.17 0.08
H 4.460 1.312 -2.319 -0.13 -0.12 -0.48
H 3.790 -0.320 -2.054 -0.05 -0.07 -0.04
H 2.866 2.338 -1.098 0.02 0.22 0.07
H 3.163 1.233 0.241 -0.03 0.22 0.24
H 1.303 0.608 -2.063 -0.04 -0.06 -0.24
H 1.598 -0.403 -0.666 0.16 -0.17 0.01
H 0.970 1.514 0.786 -0.09 0.46 0.25
H 0.395 2.353 -0.672 -0.11 0.33 0.26
H -0.572 -0.437 -0.285 -0.29 -0.24 -0.23
H -1.001 0.549 1.050 -0.24 0.10 0.17
H -3.160 3.016 -0.548 -0.22 -0.10 0.00
H -1.492 3.194 -0.954 0.17 -0.09 -0.24
H -0.613 2.484 -2.715 0.00 -0.04 0.54
H -0.422 1.076 -3.688 0.36 -0.06 0.14
H -2.742 1.494 -4.678 -0.04 -0.13 -0.15
H -2.736 2.974 -3.737 -0.34 -0.04 0.04
H -1.796 3.975 -5.435 0.00 0.21 -0.17
H -0.306 3.228 -4.901 0.35 -0.11 -0.41
H -1.326 -0.531 -4.294 0.03 0.20 -0.06
H -0.975 -3.161 -4.364 0.09 0.29 0.27
H -4.040 -3.000 -0.490 -0.17 0.42 -0.20
H -2.998 -3.876 -1.609 0.03 0.19 -0.36
H -3.373 -4.538 1.027 -0.41 0.28 -0.08
H -0.823 -5.076 -0.418 0.14 -0.10 -0.28
H -2.355 -5.869 -0.867 -0.07 -0.24 -0.09
H -1.622 -6.110 0.742 -0.07 -0.22 0.09
H -1.724 -3.798 2.224 0.01 -0.15 0.06
H -2.530 -0.921 1.290 0.22 -0.11 -0.03
H -4.135 -1.248 0.815 -0.22 -0.07 -0.14
H -4.669 -0.102 2.607 -0.24 -0.27 -0.10
H -5.703 1.747 1.845 -0.09 -0.05 -0.17
H -4.339 2.610 2.446 0.23 0.07 0.15
H -4.462 2.232 0.754 0.24 0.03 -0.07
H -1.928 0.216 2.985 0.16 -0.03 -0.01
H -2.631 1.826 3.217 0.29 0.16 -0.12
H -3.195 0.466 4.126 -0.13 -0.05 0.19
H -5.376 0.518 -0.204 0.00 -0.10 0.28
H -5.083 2.570 -1.028 0.12 0.19 0.13
H -3.917 2.179 -2.257 0.29 -0.27 -0.02
H -6.043 2.999 -3.028 -0.09 0.16 -0.02
H -6.890 1.597 -2.456 -0.13 -0.30 -0.03
H -5.660 1.485 -3.765 -0.13 -0.45 -0.08
O -1.009 -2.951 4.321 0.14 -0.41 -0.50
H -0.441 -3.073 5.090 0.01 0.18 0.03
H -0.637 -2.182 3.875 -0.16 0.24 0.26
O -3.884 -1.806 3.874 -0.20 -0.36 -0.22
H -3.704 -1.622 4.799 0.12 -0.10 0.34
H -3.317 -2.555 3.666 0.08 0.00 0.16
O -3.036 -5.350 -6.500 0.03 0.27 0.14
H -2.597 -4.802 -5.845 0.03 -0.06 0.01
H -3.285 -4.741 -7.213 0.03 -0.30 -0.01
O 0.576 -4.278 -5.442 -0.12 0.22 0.04
H 0.601 -5.236 -5.520 0.00 -0.04 0.04
H 1.504 -4.050 -5.294 -0.01 -0.10 0.06
O 9.175 0.498 2.923 -0.02 0.15 0.18
H 9.935 1.089 2.933 0.08 -0.08 0.03
H 8.809 0.574 3.810 -0.01 -0.01 0.01
O 8.673 2.397 -2.372 0.05 0.25 0.01
H 9.098 2.988 -1.737 0.14 -0.09 0.10
H 8.515 2.950 -3.143 0.01 -0.03 -0.05
O -3.866 -1.176 7.037 0.07 -0.40 -0.04
H -3.672 -1.200 7.980 0.08 0.10 0.01
H -4.719 -0.731 6.990 0.08 0.23 -0.01
O 1.512 -4.621 3.360 -0.14 0.16 -0.08
H 1.960 -4.561 2.508 0.08 -0.12 0.01
H 0.732 -4.064 3.246 -0.12 -0.12 0.13
O 4.139 -1.505 -4.026 -0.03 -0.07 -0.14
H 4.976 -1.936 -3.821 -0.03 -0.06 0.05
H 4.374 -0.582 -4.160 0.03 0.01 -0.03
O -3.619 -5.340 -9.054 -0.09 -0.24 -0.46
H -4.095 -5.201 -9.882 -0.05 0.12 0.04
H -3.728 -6.282 -8.871 -0.15 0.06 0.21
O -0.270 3.927 5.554 0.10 0.18 -0.08
H -0.733 3.865 4.710 0.05 -0.15 0.13
H -0.106 4.871 5.664 -0.09 0.02 0.12
O -4.694 1.511 7.075 -0.12 0.20 -0.06
H -4.189 2.069 7.676 0.07 -0.08 0.04
H -4.837 2.060 6.299 -0.02 0.01 -0.01
O -7.959 1.773 1.974 -0.06 0.19 0.01
H -7.938 1.709 2.935 0.00 -0.06 0.02
H -8.802 2.200 1.785 -0.04 -0.07 -0.06
O -6.617 4.555 -0.202 0.11 -0.18 0.21
H -6.716 3.968 0.556 -0.05 -0.06 -0.02
H -6.420 5.416 0.184 -0.11 0.12 -0.18
O -7.991 7.271 -0.696 0.01 -0.02 0.04
H -8.615 6.539 -0.674 0.04 -0.05 0.00
H -8.125 7.674 -1.559 0.03 0.06 0.00
O 3.666 -3.235 2.387 0.32 -0.07 -0.25
H 3.404 -3.342 3.310 -0.15 -0.03 -0.05
H 4.598 -2.990 2.432 -0.01 0.03 0.14
O 10.479 3.781 0.041 -0.05 -0.01 -0.03
H 10.265 3.705 0.975 -0.07 0.00 0.01
H 11.410 4.023 0.026 0.02 -0.01 -0.08
O 4.870 -0.771 2.649 0.02 0.14 0.12
H 4.383 -0.954 1.840 -0.12 0.04 0.03
H 5.007 0.181 2.642 0.15 -0.02 -0.04
O -4.045 -8.022 -5.717 -0.05 0.01 -0.09
H -3.363 -8.193 -5.062 0.03 -0.06 -0.01
H -3.780 -7.190 -6.131 0.03 0.10 0.15
O 2.397 6.201 5.688 -0.18 -0.01 -0.08
H 2.072 6.426 4.810 0.03 0.04 -0.02
H 2.174 5.271 5.797 0.17 -0.05 0.02
O -0.947 -0.551 6.088 0.13 0.01 -0.19
H -0.328 0.073 6.481 -0.12 0.11 0.12
H -1.813 -0.200 6.328 -0.05 -0.12 0.08
O -1.108 -6.477 -10.209 -0.06 -0.11 -0.03
H -0.544 -5.852 -9.745 0.02 0.02 0.01
H -2.000 -6.251 -9.915 0.26 0.19 -0.01
O -1.922 -3.735 7.600 0.01 -0.06 0.14
H -1.555 -3.749 6.714 -0.05 -0.03 -0.05
H -2.660 -3.123 7.527 -0.10 0.04 -0.12
O 5.324 7.849 4.825 -0.11 0.01 0.01
H 4.540 7.695 5.364 0.04 -0.07 0.06
H 5.100 7.474 3.969 0.05 -0.01 -0.04
O -0.799 2.029 7.880 0.16 -0.05 -0.02
H -0.137 1.926 8.571 -0.07 -0.02 0.07
H -0.456 2.734 7.315 -0.12 0.05 -0.19
O 3.149 -5.437 -4.589 0.09 0.03 0.25
H 3.580 -5.348 -3.726 -0.13 0.03 -0.20
H 3.656 -6.112 -5.049 0.04 0.00 -0.04
O 11.681 -0.423 4.627 -0.02 0.06 -0.05
H 10.980 -0.548 5.272 0.03 -0.05 0.06
H 11.383 -0.915 3.855 -0.02 0.00 -0.02
O 3.891 -3.397 -0.793 -0.02 0.10 -0.15
H 4.014 -3.461 0.159 -0.10 -0.12 0.17
H 3.008 -3.026 -0.895 0.04 -0.01 -0.02
O 1.394 4.954 -5.088 -0.05 0.07 0.07
H 1.839 5.573 -4.501 0.05 -0.02 0.01
H 1.231 5.463 -5.889 0.01 -0.05 -0.05
```
Positions in Å, forces in eV/Å.

Summary:
HOMO = -11.9 eV
lowest unoccupied orbital energy = -2.12 eV
orbital gap = 9.8 eV
multiplicity = 1
charge = +1

(2)
The following is a quantum chemistry calculation of C27H11F5N5OPtS2 as an isolated structure, from the Open Molecules 2025 dataset.

Geometry as XYZ:
```
52
Properties=species:S:1:pos:R:3:forces:R:3
Pt 0.786 0.199 1.180 0.01 -0.63 0.08
S -1.444 0.591 1.403 1.62 1.60 -0.17
C -2.046 -1.737 -0.672 0.85 0.04 -0.79
C -2.937 -1.735 -1.738 0.02 0.26 -0.02
C -2.510 -1.793 -3.060 1.22 -0.04 0.70
C -3.486 -1.785 -4.073 -0.64 -0.05 -0.73
N -4.335 -1.781 -4.849 0.00 0.01 -0.11
C -1.120 -1.884 -3.328 -0.98 0.17 1.16
C -0.228 -1.860 -2.266 -0.15 0.07 -0.17
C -0.656 -1.769 -0.941 -0.58 -0.21 -0.07
S 0.570 -1.942 0.292 0.30 0.46 0.66
C -0.625 -2.052 -4.635 0.30 -0.19 -0.92
N -0.189 -2.250 -5.679 -0.01 0.07 -0.11
H -4.002 -1.684 -1.549 0.00 -0.03 0.04
H 0.832 -1.926 -2.460 0.03 0.01 0.00
F 5.666 3.654 -2.096 -0.12 -0.09 0.05
C 4.993 2.757 -1.349 -0.02 -0.02 0.10
C 3.679 2.413 -1.644 0.19 0.08 0.00
F 3.049 2.990 -2.683 0.14 -0.09 0.16
C 3.017 1.482 -0.869 -0.49 -0.26 0.21
F 1.727 1.171 -1.181 0.76 0.39 -0.42
C 3.584 0.845 0.268 0.70 0.90 -1.00
O 2.968 0.011 1.003 -1.05 -0.58 0.90
C 4.927 1.238 0.520 -0.24 -0.21 0.10
F 5.568 0.703 1.582 -0.11 0.09 -0.11
C 5.605 2.155 -0.255 -0.05 0.11 -0.15
F 6.871 2.486 0.060 -0.16 -0.03 -0.08
N 3.683 6.855 1.261 -0.11 -0.35 0.05
C 3.200 5.814 1.366 0.76 1.48 -0.23
C 2.558 4.576 1.498 -1.14 -2.08 0.18
C 3.039 3.575 2.363 -0.10 1.03 -0.31
C 2.327 2.411 2.507 -0.59 -0.41 0.09
N 1.185 2.159 1.838 0.80 0.37 -0.73
C 0.729 3.113 1.002 -0.44 -0.46 0.32
C 1.364 4.310 0.798 0.83 0.66 0.45
H 3.947 3.736 2.924 0.05 -0.05 0.03
H 2.663 1.634 3.179 0.05 -0.10 -0.14
H -0.201 2.888 0.495 0.09 -0.08 -0.06
H 0.950 5.046 0.124 -0.01 -0.03 -0.03
N -2.270 -0.782 1.555 -2.30 -2.60 -0.20
C -2.576 -1.701 0.698 1.29 1.64 0.93
C -3.532 -2.717 1.111 -0.69 -0.83 0.31
C -4.227 -2.569 2.318 0.09 0.06 -0.21
C -5.160 -3.505 2.708 -0.12 -0.10 0.00
C -5.426 -4.605 1.907 0.02 -0.11 -0.10
C -4.720 -4.784 0.729 -0.20 -0.21 0.10
C -3.776 -3.856 0.333 0.15 0.28 0.17
H -4.021 -1.702 2.926 0.06 0.05 0.02
H -5.695 -3.390 3.639 -0.05 0.10 0.11
H -6.180 -5.320 2.201 -0.03 -0.10 0.05
H -4.905 -5.659 0.121 0.00 -0.01 -0.06
H -3.220 -4.023 -0.579 0.02 0.02 -0.02
```
Positions in Å, forces in eV/Å.

Summary:
HOMO (alpha / beta) = -4.7 / -4.7 eV
lowest unoccupied orbital energy (alpha / beta) = 0.91 / 0.91 eV
orbital gap (alpha / beta) = 5.6 / 5.6 eV
ΔE to the lowest compared entry with this formula, charge and spin = 1.1713 eV
multiplicity = 1
charge = -1

(3)
The following is a quantum chemistry calculation of C27H15BrF5N2O10STcTe as an isolated structure, from the Open Molecules 2025 dataset.

Geometry as XYZ:
```
63
Properties=species:S:1:pos:R:3:forces:R:3
Tc 0.167 0.141 0.108 -0.43 -0.20 0.50
O -5.370 -1.289 2.246 -0.35 -0.09 0.11
C -4.235 -0.961 2.146 0.73 0.24 0.11
C -2.976 -1.872 2.325 0.14 0.55 -0.31
O -2.884 -2.820 3.035 -0.02 -0.42 0.14
C -1.848 -1.109 1.632 -0.55 0.98 0.07
C -2.330 0.223 1.245 -0.15 -0.97 0.46
O -1.422 1.084 0.823 0.07 -0.13 0.13
C -3.656 0.474 1.924 0.79 -0.43 -0.22
O -4.082 1.479 2.400 -0.31 0.32 -0.03
O -0.685 -1.425 1.392 0.64 -0.11 -0.01
O 1.863 2.277 3.548 -0.06 0.00 0.10
S 1.748 1.039 2.821 -0.12 0.22 -0.26
O 0.814 0.058 3.280 0.01 -0.10 0.03
N 1.390 1.332 1.246 0.27 0.28 0.19
C 1.897 2.477 0.598 -0.13 -0.35 0.14
C 2.790 3.413 1.069 0.06 0.05 0.01
C 3.160 4.512 0.263 0.04 -0.06 0.13
C 2.640 4.711 -0.982 0.01 0.11 -0.09
C 1.719 3.773 -1.498 0.00 -0.02 -0.09
C 1.075 3.888 -2.751 0.03 0.06 -0.02
C 0.194 2.931 -3.165 -0.03 -0.01 -0.08
C -0.047 1.812 -2.353 0.09 -0.02 0.05
N 0.549 1.681 -1.182 0.04 0.26 -0.15
C 1.399 2.653 -0.719 -0.18 -0.22 -0.01
C 3.375 0.342 2.797 0.13 0.05 -0.01
C 3.961 0.109 4.036 0.01 -0.01 -0.06
C 5.251 -0.392 4.089 -0.01 -0.02 0.01
C 5.945 -0.648 2.911 -0.01 -0.01 -0.02
C 5.347 -0.415 1.682 0.05 0.03 0.05
C 4.052 0.079 1.617 0.02 0.06 0.13
H 3.184 3.323 2.070 0.03 0.04 -0.06
H 3.871 5.226 0.660 -0.02 -0.03 0.03
H 2.918 5.574 -1.576 -0.04 -0.05 0.02
H 1.276 4.756 -3.370 0.01 -0.04 0.04
H -0.331 3.010 -4.106 0.03 0.00 0.02
H -0.734 1.024 -2.646 0.03 0.05 0.06
H 3.404 0.320 4.942 0.05 0.00 -0.03
H 5.716 -0.583 5.048 -0.01 0.00 -0.02
H 6.955 -1.039 2.957 -0.03 0.01 -0.01
H 5.885 -0.627 0.766 -0.02 -0.01 0.02
H 3.564 0.225 0.664 0.01 0.03 0.02
Br -0.220 -7.200 -2.671 -0.03 0.01 0.02
C 0.390 -5.639 -1.780 0.01 0.02 0.01
C 0.934 -5.757 -0.510 0.02 0.03 0.03
C 1.419 -4.622 0.117 0.03 -0.08 0.02
C 1.353 -3.387 -0.518 -0.06 0.10 -0.01
C 0.765 -3.283 -1.772 -0.06 0.02 -0.05
C 0.285 -4.415 -2.416 0.00 0.05 0.01
C 1.914 -2.193 0.186 -0.27 -0.03 -0.52
O 2.596 -2.276 1.168 0.05 -0.03 0.20
O 1.628 -1.009 -0.412 -0.11 -0.12 0.15
H 0.972 -6.722 -0.023 0.02 0.01 0.00
H 1.849 -4.675 1.110 0.00 -0.01 -0.04
H 0.671 -2.312 -2.239 -0.02 -0.05 0.00
H -0.179 -4.342 -3.390 0.00 0.01 0.02
F -2.894 0.423 -2.556 0.06 0.31 -0.07
Te -2.975 -0.726 -1.020 -0.43 -0.20 -2.50
F -4.779 -1.188 -1.137 -0.42 -0.12 0.23
F -2.876 -2.467 -0.185 -0.06 0.13 0.50
F -3.911 0.930 -0.560 0.22 0.11 0.43
F -2.910 -1.884 -2.517 0.21 -0.39 0.08
O -1.084 -0.661 -1.169 0.00 0.16 0.38
```
Positions in Å, forces in eV/Å.

Summary:
HOMO (alpha / beta) = -6.2 / -6.5 eV
lowest unoccupied orbital energy (alpha / beta) = 0.38 / 0.40 eV
orbital gap (alpha / beta) = 6.6 / 6.9 eV
<S²> = 1.2397
multiplicity = 2
charge = -1

no.,energy (Ha)
1,-7037.42396
2,-2799.61030
3,-5720.27818